# 1
{"formula": "H34O17", "method": "the ωB97M-V functional and the def2-TZVPD basis", "gap_ev": [2.084, 10.698], "e_homo_ev": [0.149, -8.448], "multiplicity": 2, "s_squared": 0.75, "energy_ev": -35358.6656, "total_charge": -1, "e_above_lowest_kcal_mol": 39.4, "species": ["O", "O", "O", "O", "O", "O", "O", "O", "O", "O", "O", "O", "O", "O", "O", "O", "O", "H", "H", "H", "H", "H", "H", "H", "H", "H", "H", "H", "H", "H", "H", "H", "H", "H", "H", "H", "H", "H", "H", "H", "H", "H", "H", "H", "H", "H", "H", "H", "H", "H", "H"], "xyz": [[-0.34377, -5.55567, 0.29895], [3.39252, 1.13114, -2.87071], [-1.89198, 2.36339, -2.48727], [2.50423, -0.24199, 0.55050], [-4.95644, 1.80738, -0.00422], [-3.03648, 1.43924, 2.22745], [-1.59168, -3.21390, -3.01029], [-0.93630, 0.82909, 4.46152], [0.92331, 0.94829, -1.73315], [0.68043, 3.12344, 4.69657], [-0.65588, 5.59490, -0.65365], [2.47606, -5.13621, 0.49119], [3.26033, -2.85017, 1.89425], [-0.56806, -2.09452, -5.25728], [1.40420, 4.04517, -3.24239], [0.39170, 2.59816, 2.07424], [-0.75531, -4.43975, 2.67325], [-5.19173, 1.85838, -0.92494], [1.64419, -5.20836, 0.97263], [0.71396, 3.51436, -2.84635], [-0.52681, 4.64726, -0.71053], [-3.69146, 2.01176, 2.61498], [3.58414, -3.74629, 1.81574], [-0.11598, -1.35692, -4.83109], [-0.49430, 1.14439, 5.26751], [0.36703, 4.00230, 4.48139], [-1.48296, -1.79747, -5.33621], [3.48040, 2.09564, -2.83501], [-0.49693, 2.85765, 1.83139], [-1.24516, -5.21976, 2.98818], [-0.22989, -5.64182, -0.63518], [-1.10116, -5.07686, 0.63668], [1.68537, 3.86980, -4.13394], [2.41340, 1.15929, -2.76036], [1.49928, 0.43630, -1.14641], [-0.68303, -0.09962, 4.59996], [2.34415, -2.93878, 1.63489], [0.17913, 5.99363, -0.90912], [3.29894, -0.59566, 0.14277], [-1.54167, 2.05552, -1.64225], [2.03259, -0.94408, 0.97659], [-2.38536, -3.74360, -3.12457], [2.27821, -4.92562, -0.42281], [0.51435, 0.37018, -2.37525], [-2.72801, 2.80336, -2.32285], [-0.17748, -4.42371, 3.45281], [-4.10703, 2.24747, 0.09326], [0.59073, 2.60464, 3.86532], [-1.23386, -3.13442, -3.91999], [-2.46796, 1.04743, 2.89656], [0.59178, 1.67323, 2.23808]], "nbo_charge": [-1.02, -0.98, -1.02, -1.00, -0.96, -1.00, -1.03, -1.02, -1.05, -0.99, -0.96, -1.00, -0.99, -0.98, -0.99, -0.99, -1.06, 0.46, 0.50, 0.50, 0.47, 0.47, 0.48, 0.46, 0.49, 0.46, 0.47, 0.46, 0.49, 0.45, 0.48, 0.50, 0.48, 0.48, 0.51, 0.44, 0.45, 0.47, 0.49, 0.47, 0.45, 0.45, 0.46, 0.45, 0.46, 0.44, 0.47, 0.50, 0.48, 0.50, 0.49]}

=====

# 2
{"formula": "H34O17", "method": "the ωB97M-V functional and the def2-TZVPD basis", "gap_ev": 10.708, "e_homo_ev": -11.060, "energy_ev": -35357.0222, "total_charge": 0, "e_above_lowest_kcal_mol": 115.1, "species": ["O", "O", "O", "O", "O", "O", "O", "O", "O", "O", "O", "O", "O", "O", "O", "O", "O", "H", "H", "H", "H", "H", "H", "H", "H", "H", "H", "H", "H", "H", "H", "H", "H", "H", "H", "H", "H", "H", "H", "H", "H", "H", "H", "H", "H", "H", "H", "H", "H", "H", "H"], "xyz": [[2.87491, -0.45596, 0.34133], [-1.38562, 0.78799, 1.19337], [1.09063, 1.05806, -0.90035], [-1.22784, 3.90914, -3.04345], [1.86423, -3.57614, 3.83009], [1.30392, 3.82752, 1.34315], [-1.41098, -0.62000, 4.41646], [-0.17071, -1.47107, -3.44396], [-2.17084, 0.47291, -2.50575], [0.83459, -2.49403, 1.51541], [0.41501, 1.36810, 4.09517], [-0.45769, -1.32690, 0.08161], [1.46034, 1.87686, -4.52601], [-2.64812, -3.32896, -3.71376], [2.88013, -2.93901, 0.06620], [-0.29617, 5.95959, 0.27367], [-3.06753, -3.39455, 1.54625], [-0.40762, 0.57141, 1.04355], [0.40515, 1.43665, 3.14979], [-1.88151, 0.66434, 0.37566], [-3.55253, -3.57059, 2.35281], [-1.48311, 0.53492, -1.85168], [2.77830, -3.28525, 4.04317], [0.55627, 2.12665, -4.34552], [-0.48457, 1.55397, 4.50388], [0.30054, -1.15415, -0.48400], [0.24330, -2.96136, 0.92617], [-1.05226, 5.37289, 0.41440], [-3.27648, -2.88204, -3.08822], [-1.14499, 4.20265, -2.06292], [-0.76463, -1.41840, -4.19850], [1.71883, 1.30777, -5.23399], [-2.16090, 1.45638, -2.69982], [-1.20998, -1.62696, -0.40697], [-0.39946, -0.62065, -3.08284], [3.81710, -0.79054, 0.27700], [-0.77973, 0.13442, 4.44050], [-2.57194, -2.50340, 1.73746], [0.42389, -1.70319, 1.82383], [2.50417, -1.19247, 0.88645], [-1.71518, -3.12760, -3.58091], [2.40840, -3.00850, -0.77643], [0.21313, 5.25578, -0.12184], [1.79684, 2.97863, 1.10502], [2.14740, -3.05888, 0.69500], [1.91159, 0.64175, -0.48663], [1.56829, -3.74078, 2.96119], [1.88761, 4.62625, 1.47645], [1.26546, 1.13014, -1.84639], [-2.05387, 4.37843, -3.20471], [-0.89578, -1.38184, 4.68963]], "nbo_charge": [-0.99, -0.96, -1.03, -0.95, -0.99, -0.98, -0.97, -0.95, -0.95, -0.98, -0.93, -0.99, -0.99, -0.97, -0.97, -0.93, -0.96, 0.49, 0.49, 0.47, 0.48, 0.46, 0.49, 0.50, 0.48, 0.50, 0.51, 0.46, 0.49, 0.47, 0.47, 0.49, 0.49, 0.49, 0.47, 0.51, 0.46, 0.48, 0.51, 0.51, 0.49, 0.47, 0.47, 0.49, 0.48, 0.51, 0.50, 0.49, 0.49, 0.47, 0.47]}

=====

# 3
{"formula": "H34O17", "method": "the ωB97M-V functional and the def2-TZVPD basis", "gap_ev": 7.934, "e_homo_ev": -9.331, "energy_ev": -35359.0851, "total_charge": 0, "e_above_lowest_kcal_mol": 67.5, "species": ["O", "O", "O", "O", "O", "O", "O", "O", "O", "O", "O", "O", "O", "O", "O", "O", "O", "H", "H", "H", "H", "H", "H", "H", "H", "H", "H", "H", "H", "H", "H", "H", "H", "H", "H", "H", "H", "H", "H", "H", "H", "H", "H", "H", "H", "H", "H", "H", "H", "H", "H"], "xyz": [[2.86299, 0.18965, -1.82870], [-0.99582, -1.26277, 3.25067], [1.23318, 0.31853, -4.36245], [-0.00520, -0.10609, 0.13349], [-0.54982, -0.74620, -2.69922], [2.01596, 1.35960, 1.08914], [-3.50930, 2.52516, 0.21725], [0.11456, 1.43609, 3.21539], [1.01362, 2.22130, -1.88359], [-1.12474, -2.87987, -0.97482], [1.61239, -2.62309, -2.94624], [0.41709, -3.18219, 1.22152], [-1.76320, 1.93583, -1.98307], [1.61739, -1.13130, 2.61160], [-2.52218, 0.17073, 1.50169], [2.51901, -1.74297, 0.02957], [-0.52979, 2.94696, 0.76532], [-0.07207, -2.88584, 0.45300], [1.33426, 0.84386, 0.65675], [0.36372, -2.54273, 1.92630], [2.09036, 0.68394, -4.11345], [0.16424, 1.41526, 4.17547], [-1.67303, 1.95785, -1.03629], [0.85611, 2.91218, -1.23635], [-1.22257, 2.92215, 1.46577], [1.52756, 1.60213, 1.86292], [0.74106, -0.77990, 2.87609], [-1.04102, -0.92630, 4.20638], [-3.00959, -0.53107, 1.05105], [0.23016, 3.34324, 1.15474], [3.34841, -2.00978, 0.41419], [-0.91266, 1.86823, -2.38024], [0.75863, 0.12462, -3.54434], [2.23931, 0.85183, -1.50910], [2.71136, -0.52919, -1.17813], [2.34208, -0.47868, 2.73450], [-3.07006, 0.32155, 2.29814], [-3.26125, 1.66910, 0.56388], [-1.37331, -0.71993, -3.22707], [-4.24741, 2.83216, 0.72766], [0.83094, -3.12829, -2.93594], [-1.56846, -0.62716, 2.80152], [-0.78786, 1.66914, 2.97821], [-0.32935, -0.05924, -0.75614], [-0.73295, -3.60676, -1.46280], [1.58408, 2.58986, -2.55537], [-1.80376, -3.30991, -0.43014], [-0.82418, -1.43533, -2.09796], [1.32563, -1.79253, -2.55002], [-0.75863, 0.19043, 0.62246], [1.83408, -1.86428, 0.68676]], "nbo_charge": [-1.01, -0.94, -0.97, -0.95, -0.97, -0.98, -0.94, -0.94, -0.96, -0.96, -0.91, -0.98, -0.97, -1.01, -0.96, -0.98, -0.94, 0.48, 0.49, 0.49, 0.47, 0.48, 0.47, 0.49, 0.46, 0.46, 0.50, 0.47, 0.51, 0.48, 0.47, 0.49, 0.48, 0.47, 0.50, 0.50, 0.49, 0.47, 0.49, 0.47, 0.43, 0.47, 0.46, 0.49, 0.50, 0.49, 0.49, 0.49, 0.48, 0.47, 0.51]}

=====

# 4
{"formula": "H35O18", "method": "the ωB97M-V functional and the def2-TZVPD basis", "gap_ev": [2.224, 9.226], "e_homo_ev": [2.341, -4.785], "multiplicity": 2, "s_squared": 0.75, "energy_ev": -37420.6448, "total_charge": -2, "e_above_lowest_kcal_mol": 58.4, "species": ["O", "O", "O", "O", "O", "O", "O", "O", "O", "O", "O", "O", "O", "O", "O", "O", "O", "O", "H", "H", "H", "H", "H", "H", "H", "H", "H", "H", "H", "H", "H", "H", "H", "H", "H", "H", "H", "H", "H", "H", "H", "H", "H", "H", "H", "H", "H", "H", "H", "H", "H", "H", "H"], "xyz": [[-1.83057, -3.47394, -0.83232], [2.68121, 0.48941, 0.95802], [4.73759, 1.81905, 2.86771], [0.03688, -6.32237, -0.71115], [4.83154, 2.08629, -2.46074], [-1.18208, 0.89619, -0.77711], [-4.19896, -1.40975, -3.23787], [-0.90176, -2.10970, 1.15729], [-2.14415, 0.37621, -3.35270], [1.58615, 2.54555, -0.95795], [-2.77902, 0.79915, 5.00583], [2.44521, 4.21564, 1.54169], [0.97839, -0.84684, -0.22540], [-2.62249, 1.62641, 2.47158], [-3.20592, -1.24966, 1.65539], [-0.11086, -1.52103, -2.46419], [0.48099, 0.55037, -4.06363], [1.31260, 2.07567, 2.51049], [-2.63801, 1.58714, 4.42434], [-1.72989, 0.15810, -2.49386], [1.81081, -0.18080, 0.35441], [-0.39831, 0.62598, -0.32427], [-0.02020, -0.29481, -3.80434], [4.05655, 2.12034, 2.16304], [-4.67436, -2.15984, -3.35187], [0.34966, -1.15998, -1.58563], [1.68676, 1.54835, 1.72014], [-3.04396, 0.75257, 2.49269], [3.12942, 4.57311, 2.02965], [0.07909, 1.15357, -4.73623], [-0.58601, -5.59408, -0.70444], [3.04015, -0.24428, 1.32996], [-3.63877, -0.85796, -3.61878], [-2.05152, -2.57397, -0.32484], [4.45669, 1.00576, 3.24907], [-2.38346, -1.74155, 1.93535], [1.53637, -1.52182, -0.67320], [-1.39890, 1.78119, -0.50920], [2.01758, 1.81676, -0.61850], [-0.91338, -3.33226, -1.12157], [-3.71010, 0.49056, 5.06595], [-0.72896, -2.84879, 1.67894], [0.62025, -5.87278, -0.11075], [-3.26726, 2.02912, 1.93542], [3.98061, 2.36647, -1.94650], [1.29662, 3.26584, -0.42378], [1.12897, 1.38455, 3.15441], [-2.87933, -0.71207, 0.85427], [-0.11732, -1.68221, 0.68642], [4.73112, 1.16604, -2.02888], [2.02718, 3.37270, 1.97247], [-2.23240, 1.36695, -3.17157], [0.34955, -2.33456, -2.58323]], "nbo_charge": [-1.02, -1.20, -0.99, -1.04, -0.96, -0.99, -1.02, -1.17, -0.99, -0.99, -1.00, -1.02, -1.25, -0.97, -1.03, -1.06, -1.01, -1.04, 0.51, 0.52, 0.49, 0.50, 0.53, 0.51, 0.49, 0.49, 0.52, 0.50, 0.46, 0.46, 0.47, 0.44, 0.52, 0.50, 0.46, 0.51, 0.39, 0.47, 0.50, 0.45, 0.46, 0.44, 0.38, 0.45, 0.49, 0.49, 0.49, 0.48, 0.51, 0.46, 0.51, 0.46, 0.43]}